49
Properties=species:S:1:pos:R:3 method="wB97M-V/def2-TZVPD" relative_energy_kcal_mol=7.1 smiles="CCOC(=O)C(CCCOc1cccc(CC)c1)C(=O)OCC" gap_ev=9.11
C -2.20923 -3.17367 -4.83502
C -3.11664 -2.28174 -4.00091
H -3.91802 -2.87323 -3.54666
H -3.54073 -1.47597 -4.60310
O -2.38713 -1.61996 -2.96232
C -2.17075 -2.30405 -1.83950
O -2.54816 -3.42441 -1.63608
C -1.39400 -1.44534 -0.84714
C -2.23064 -0.20669 -0.54596
O -1.83773 0.92158 -0.66749
O -3.44977 -0.55007 -0.14204
C -4.34286 0.50905 0.21470
C -4.09016 0.99293 1.63503
H -3.10032 1.43726 1.70762
H -4.82995 1.74261 1.90025
H -4.16041 0.16240 2.33359
H -4.21641 1.33221 -0.49586
H -5.34133 0.07908 0.11575
H -0.47628 -1.10331 -1.33212
C -1.09098 -2.23979 0.42910
C -0.56355 -1.37871 1.57371
C 0.69497 -0.59466 1.20919
O 1.21172 -0.05700 2.40900
C 2.32227 0.73091 2.35215
C 2.77125 1.23362 3.57410
C 3.89035 2.03726 3.62019
C 4.57639 2.35268 2.45859
C 4.14242 1.85859 1.23846
C 3.01409 1.04816 1.19064
H 2.68852 0.67238 0.23265
C 4.84745 2.23146 -0.03534
C 4.21166 3.47932 -0.65131
H 4.71984 3.75121 -1.57385
H 4.27587 4.31546 0.04123
H 3.16195 3.29948 -0.87183
H 5.90157 2.42835 0.16953
H 4.78700 1.40742 -0.74949
H 5.45273 2.98259 2.50144
H 4.23254 2.42216 4.56961
H 2.22471 0.97730 4.46772
H 1.43533 -1.26404 0.74645
H 0.45217 0.21335 0.50737
H -0.32428 -2.02275 2.42181
H -1.32841 -0.67377 1.90239
H -0.36514 -3.01727 0.18344
H -2.01028 -2.73475 0.74578
H -1.80728 -3.97440 -4.21914
H -2.77838 -3.60938 -5.65098
H -1.38597 -2.59388 -5.24533

=====

48
Properties=species:S:1:pos:R:3 method="wB97M-V/def2-TZVPD" total_charge=+2 gap_ev="3.78 / 3.57"
Ru 0.40686 0.71896 -0.72285
O 3.42301 -1.80746 2.97437
C 2.75967 -0.92503 3.67610
C 2.95253 -0.94607 5.07933
C 2.29007 -0.04897 5.86962
C 1.41279 0.89210 5.29459
C 1.20144 0.92056 3.92394
C 1.86286 0.03050 3.08767
C 1.64490 0.08130 1.64971
O 0.80480 0.97515 1.17937
N 2.30107 -0.74512 0.86664
N 1.97285 -0.47028 -0.42360
C 2.54695 -0.98844 -1.44414
C 2.06599 -0.47588 -2.72194
C 2.59574 -0.82018 -3.94666
C 2.11272 -0.18344 -5.08654
C 1.12822 0.78188 -4.96384
C 0.62884 1.08486 -3.70676
N 1.08020 0.46000 -2.61674
H 3.21939 -1.69538 2.00953
H 3.63243 -1.68527 5.48017
H 2.43929 -0.05861 6.94060
H 0.89948 1.60342 5.92651
H 0.52476 1.64369 3.49002
H 3.34875 -1.71224 -1.35695
H 3.37903 -1.56295 -4.00790
H 2.51290 -0.43632 -6.05902
H 0.73672 1.29862 -5.82824
H -0.15024 1.81963 -3.54909
N -4.37698 -0.09037 -0.21434
C -3.02516 0.07209 -0.87512
C -3.22906 -0.11074 -2.38426
P -1.94780 -1.28682 -0.28338
O -1.84277 -1.02213 1.29045
O -2.54494 -2.57741 -0.61884
O -0.53966 -0.97099 -0.89507
P -2.53423 1.81920 -0.56562
O -2.33918 1.85333 1.02298
O -3.63922 2.66314 -1.02356
O -1.12958 1.91946 -1.20246
H -4.78047 -1.00446 -0.44652
H -4.99263 0.66309 -0.54874
H -4.30106 -0.01255 0.80399
H -3.63250 -1.10112 -2.59885
H -2.27061 -0.02823 -2.89433
H -3.89001 0.66348 -2.77539
H -1.97410 -1.84356 1.78792
H -2.74408 2.64555 1.40720

=====

We obtain max |F| values of 0.615; 2.909 eV Å⁻¹ for the records listed above, in that order.
We obtain DFT total energy values of -29326.194; -59336.058 eV for the records listed above, in that order.